{"formula": "C39H101ClN7O16", "method": "ωB97M-V/def2-TZVPD", "total_charge": -1, "e_lumo_ha": 0.0854, "homo_lumo_gap_ev": 6.3, "e_tot_ha": -3592.093482, "symbols": ["Cl", "O", "O", "O", "O", "C", "C", "C", "O", "H", "H", "H", "H", "H", "H", "H", "H", "C", "O", "C", "C", "N", "C", "C", "O", "C", "H", "H", "H", "H", "H", "H", "H", "H", "H", "H", "H", "H", "H", "H", "H", "C", "O", "C", "C", "N", "C", "C", "O", "C", "H", "H", "H", "H", "H", "H", "H", "H", "H", "H", "H", "H", "H", "H", "H", "C", "O", "C", "C", "N", "C", "C", "O", "C", "H", "H", "H", "H", "H", "H", "H", "H", "H", "H", "H", "H", "H", "H", "H", "C", "O", "C", "C", "N", "C", "C", "O", "C", "H", "H", "H", "H", "H", "H", "H", "H", "H", "H", "H", "H", "H", "H", "H", "C", "C", "C", "O", "C", "N", "H", "H", "H", "H", "H", "H", "H", "H", "H", "H", "H", "C", "C", "C", "O", "C", "N", "H", "H", "H", "H", "H", "H", "H", "H", "H", "H", "H", "C", "C", "C", "O", "C", "N", "H", "H", "H", "H", "H", "H", "H", "H", "H", "H", "H"], "positions_angstrom": [[0.630412, 0.115508, 0.485579], [0.358042, -0.427382, 1.818929], [-0.181188, -0.557822, -0.469291], [0.324362, 1.538558, 0.406699], [2.046342, -0.067272, 0.107829], [-2.177028, 4.319498, -0.615671], [-2.808478, 2.985408, -0.906491], [-1.915668, 1.755988, -0.711201], [-3.920368, 2.784728, -0.084361], [-2.853208, 5.170778, -0.694321], [-1.309408, 4.451498, -1.262131], [-1.839998, 4.338168, 0.420749], [-3.220808, 2.942298, -1.914571], [-1.437458, 1.617778, 0.258489], [-1.122998, 1.775488, -1.459131], [-2.403048, 0.808388, -0.940591], [-3.660808, 3.017548, 0.810079], [-5.102048, 3.596968, 5.363829], [-3.722798, 3.252618, 5.286489], [-3.512118, 1.832378, 5.639979], [-2.028048, 1.581278, 5.953849], [-1.345848, 1.746088, 4.698849], [0.125282, 1.621128, 4.820849], [0.772482, 1.422218, 3.527729], [2.206042, 1.546178, 3.642639], [2.999302, 1.043308, 2.609419], [-5.811768, 3.081608, 4.716679], [-5.263758, 4.664218, 5.212409], [-5.478018, 3.569968, 6.386579], [-3.905578, 1.220288, 4.828419], [-4.012808, 1.494238, 6.547209], [-1.816178, 0.602968, 6.385259], [-1.666798, 2.384938, 6.595509], [-1.528828, 2.680008, 4.360589], [0.333622, 0.805058, 5.512749], [0.475462, 2.531598, 5.307189], [0.322582, 2.112748, 2.814389], [0.549782, 0.415008, 3.175539], [2.867552, 1.684788, 1.738069], [2.700132, 0.025408, 2.359469], [4.025982, 0.954318, 2.964539], [0.131762, -0.570312, -5.354931], [-0.057178, -1.103792, -4.020251], [-1.410988, -1.124772, -3.791571], [-1.678828, -1.512792, -2.351441], [-0.675408, -2.503242, -1.880401], [-0.780458, -3.784722, -2.556441], [0.120432, -4.816072, -1.965511], [-0.299968, -5.039342, -0.635401], [0.355452, -6.175552, -0.027771], [-0.406258, 0.367568, -5.492841], [-0.244278, -1.151102, -6.197171], [1.190252, -0.372422, -5.523881], [-1.846948, -1.854282, -4.474111], [-1.873668, -0.148942, -3.939181], [-2.710088, -1.844972, -2.232021], [-1.590258, -0.627902, -1.721171], [0.194732, -2.128692, -2.230671], [-0.625118, -3.646762, -3.626461], [-1.762648, -4.251202, -2.480271], [1.128972, -4.404792, -2.007981], [0.097772, -5.712642, -2.584991], [0.210692, -7.094462, -0.595891], [0.098952, -6.409582, 1.005449], [1.428692, -5.985202, -0.025381], [4.446142, 3.861828, -2.925781], [3.343182, 3.064028, -2.480311], [3.595422, 1.665578, -2.437291], [2.274352, 0.959958, -2.011281], [1.324762, 1.029648, -3.123511], [0.023932, 0.747748, -2.546461], [-1.073018, 1.256068, -3.496441], [-1.071998, 2.726138, -3.468601], [-1.971358, 3.282288, -4.448511], [5.077982, 3.390848, -3.678821], [5.040172, 4.082208, -2.038841], [3.985652, 4.789348, -3.266031], [4.433402, 1.330358, -1.826121], [3.910072, 1.363288, -3.436151], [1.967842, 1.377318, -1.052131], [2.386512, -0.093252, -1.753851], [1.323872, 1.991788, -3.430741], [-0.091808, 1.257038, -1.589731], [-0.111498, -0.330942, -2.467901], [-2.061058, 0.909848, -3.193101], [-0.926778, 0.874708, -4.507031], [-2.139788, 4.337448, -4.233181], [-2.945358, 2.806768, -4.333241], [-1.632168, 3.192308, -5.480481], [-5.557478, -0.819692, 0.236099], [-4.139008, -0.698592, 0.491619], [-3.755108, 0.589388, 0.913479], [-2.217878, 0.554798, 0.966839], [-1.748938, -0.547932, 1.800029], [-1.602938, 0.011898, 3.144219], [-1.077498, -1.052562, 4.113159], [-2.022888, -2.211582, 4.180299], [-1.586998, -3.293852, 5.024219], [-6.156458, -0.578672, 1.114299], [-5.865478, -1.840762, 0.011049], [-5.891758, -0.139622, -0.547401], [-4.086168, 0.780278, 1.934289], [-4.016098, 1.462908, 0.316029], [-1.784928, 1.543328, 1.120029], [-1.846988, 0.312688, -0.029111], [-0.816788, -0.783232, 1.490489], [-2.607038, 0.258478, 3.489309], [-1.076238, 0.959378, 3.258069], [-0.945578, -0.548382, 5.070499], [-0.072528, -1.259412, 3.745239], [-1.562768, -2.941082, 6.055279], [-0.535418, -3.503562, 4.828499], [-2.180758, -4.197992, 4.889759], [-0.174508, 5.665788, -2.447191], [1.015512, 4.709948, -2.313441], [0.860262, 3.744008, -1.117641], [0.870782, 4.418888, 0.096319], [0.891962, 3.642288, 1.283709], [1.112022, 3.970068, -3.589491], [-0.012428, 6.457118, -3.179061], [-0.442198, 6.175388, -1.521591], [-1.045808, 5.158918, -2.861951], [1.968322, 5.238078, -2.276891], [1.598772, 2.942718, -1.092121], [-0.051098, 3.153798, -1.213431], [-0.055948, 3.200288, 1.590639], [1.002422, 4.323088, 2.127749], [1.724232, 2.955318, 1.437009], [1.907112, 3.382558, -3.382721], [0.367152, 3.294478, -3.683601], [3.174672, -2.507392, 1.905719], [1.774612, -3.090852, 1.847929], [1.626052, -4.562562, 2.475419], [2.483302, -5.516672, 1.823989], [2.177452, -6.887952, 2.123629], [0.933622, -2.185622, 2.589079], [3.208542, -1.544792, 1.395479], [3.869412, -3.158842, 1.375589], [3.494192, -2.286082, 2.924079], [1.406222, -3.142572, 0.823389], [0.595242, -4.916712, 2.486419], [1.918602, -4.492462, 3.523079], [1.379862, -7.292672, 1.500599], [1.878622, -7.005142, 3.165289], [3.100012, -7.458982, 2.019259], [-0.023228, -2.304322, 2.288319], [1.110692, -1.258302, 2.230149], [2.385602, -2.772822, -0.539071], [2.477592, -2.007052, -1.863281], [3.194642, -2.789362, -3.006141], [4.602832, -2.914762, -2.734661], [5.148382, -3.649572, -3.750701], [1.077912, -1.607822, -2.107061], [1.986422, -2.109782, 0.228489], [3.395182, -3.091052, -0.279131], [1.774612, -3.674712, -0.501921], [3.031332, -1.081272, -1.707031], [3.148812, -2.149362, -3.887271], [2.634102, -3.709902, -3.168881], [4.830922, -4.683202, -3.613131], [6.236142, -3.669592, -3.683801], [4.895242, -3.236232, -4.727001], [0.847462, -0.959022, -1.368111], [1.045672, -1.186262, -3.024311]], "atomic_forces_ev_per_a": [[2.623, 2.647, -0.506], [3.706, 7.850, -6.003], [-0.614, -0.149, 3.571], [1.546, -2.710, 0.946], [-2.334, -0.680, 3.074], [0.431, -0.234, 0.075], [0.541, -0.789, -0.688], [0.344, 5.203, -6.722], [-1.718, 4.060, -0.301], [-0.233, -0.097, -0.377], [-0.863, -0.035, 0.749], [0.298, -0.110, 0.197], [-0.010, 0.265, -0.235], [0.718, 3.512, -5.411], [-2.169, 1.345, 0.977], [-1.221, 1.899, -1.866], [-0.062, 0.302, 0.275], [-0.067, 0.933, 0.806], [-0.641, -1.413, 0.562], [0.243, 0.345, 0.606], [-0.534, 1.555, -1.368], [1.523, 1.376, 1.914], [-0.840, 1.067, 2.328], [1.825, -1.085, -0.744], [-0.608, 1.006, 1.514], [-0.701, -0.528, 0.056], [0.406, -0.469, -0.228], [0.672, 0.155, -0.772], [0.054, -0.866, 0.387], [0.313, -0.070, -0.137], [-0.740, 0.692, 0.204], [-0.313, 0.029, -0.011], [-0.264, -0.048, 1.017], [-0.250, 0.198, -0.097], [0.167, -0.038, -0.035], [0.556, 0.221, 0.175], [0.395, -0.045, -0.064], [0.754, 1.532, 1.081], [0.685, -0.262, -0.238], [0.072, 0.192, -0.020], [0.040, 0.478, -0.065], [0.896, -0.373, -0.391], [-0.173, 0.155, -6.709], [-3.070, -2.068, 0.062], [-0.087, -1.620, 0.616], [-10.922, -4.334, 1.100], [-1.519, 0.669, 0.205], [0.510, 0.468, -0.005], [0.154, -1.372, 0.864], [0.369, 0.796, -1.337], [0.764, -0.459, -0.656], [-0.111, -1.011, 0.375], [-0.066, -0.065, 0.281], [-0.299, -0.237, -0.146], [-0.323, -2.598, -0.987], [-0.270, -0.196, -0.138], [-0.607, -0.641, -0.325], [-1.714, -3.020, -0.211], [0.467, -0.444, -0.637], [-0.653, 0.208, 0.023], [0.270, -0.449, 0.209], [-0.085, -0.414, 0.070], [-0.352, -0.165, -0.334], [-0.949, 0.958, -0.410], [0.034, 0.031, -0.053], [-0.792, -0.038, 1.077], [1.607, -0.489, 0.100], [-0.761, -1.021, -0.195], [1.825, 0.944, -1.644], [0.418, 0.111, 0.596], [-0.513, 1.323, -1.758], [0.120, 2.985, 0.941], [-1.612, -1.098, -1.099], [-0.116, -0.306, 0.906], [-0.225, -0.114, -0.199], [0.378, 0.107, -0.065], [0.271, -0.024, -0.301], [0.100, 0.548, 0.719], [-0.249, -0.269, -0.428], [0.024, 0.646, -1.204], [0.241, 2.374, -0.934], [-0.117, -0.474, -0.131], [1.424, -0.858, -1.174], [-0.043, 3.187, 0.485], [-0.085, 1.420, 0.798], [-0.196, 1.915, 1.188], [0.306, -0.047, 0.051], [-0.154, -0.208, -0.167], [0.278, -0.211, -0.006], [0.823, 0.485, 0.563], [-1.808, -0.770, -0.750], [1.338, -1.005, 1.018], [-1.515, -7.007, 4.431], [-3.844, 0.783, 1.084], [-2.139, -2.726, -0.985], [-0.897, 0.375, -0.061], [1.207, 0.709, 0.029], [1.018, 1.647, -0.354], [0.109, 0.309, 0.444], [0.675, -0.111, -0.312], [0.078, 0.031, -0.302], [-0.355, -0.075, 0.532], [-0.915, -2.532, 0.010], [-1.450, -0.995, 5.180], [-0.496, -2.464, 3.454], [-4.388, -1.205, 0.122], [-0.169, 0.051, -0.178], [-0.761, -1.650, -1.638], [-0.388, -0.710, 0.395], [-0.605, -0.992, 1.096], [-0.482, -0.215, 0.446], [0.137, -0.350, -0.352], [-0.222, 0.354, -0.108], [0.276, 0.900, -0.390], [-0.855, -0.400, -0.560], [0.056, -0.923, -0.505], [0.171, 0.636, 1.388], [0.020, 2.063, 1.269], [1.168, 0.459, 0.117], [0.604, 0.038, -0.125], [0.021, -0.153, 0.061], [0.187, -0.074, 0.334], [-0.132, 0.319, 0.614], [0.322, 0.957, -0.276], [-0.145, 0.522, -0.247], [-0.119, -0.131, -0.950], [0.388, 0.831, -0.154], [-0.281, 0.089, -0.759], [0.575, 0.627, -0.708], [-0.383, 0.951, 0.073], [0.620, -0.435, 0.438], [-1.056, -2.590, 2.031], [0.990, 1.101, -0.058], [-0.304, -0.540, 0.124], [0.685, 0.817, 0.585], [1.824, -5.120, 1.916], [0.052, -0.201, 0.046], [0.266, 0.074, 0.711], [-0.065, -0.425, 0.265], [-0.421, -1.108, 2.426], [-0.253, 0.277, -0.386], [0.163, 0.011, 0.337], [0.505, -0.220, 0.172], [-0.137, 0.124, 0.229], [-0.036, -0.009, -0.297], [-0.256, -0.766, 0.121], [2.476, -2.690, 1.643], [1.670, 0.569, -2.650], [-0.144, -2.037, 0.670], [-0.642, 1.963, 1.010], [-1.580, 0.600, 1.024], [1.063, -0.976, -0.337], [16.047, 4.154, -1.741], [0.916, 0.179, -2.187], [-0.270, 0.100, -0.001], [0.098, 0.243, -1.080], [1.279, -1.507, 0.192], [-0.372, -0.115, -0.511], [0.552, -0.470, -0.184], [-0.171, -0.344, -0.662], [0.096, 0.261, 0.216], [-0.202, -0.200, -0.303], [0.563, -1.160, -0.902], [1.094, 0.339, 0.553]]}